Here is a cluster of 3 separate species, C28H47F3N4O4S in total from the OMol25 dataset. Energies are from the ωB97M-V functional and the def2-TZVPD basis.

Geometry as XYZ:
```
87
Properties=species:S:1:pos:R:3:forces:R:3:mulliken_spin:R:1
C 1.05509 2.35202 -4.84481 0.499 0.142 0.353 0.00
O 0.04088 1.40529 -4.47714 -0.141 0.215 -0.768 0.00
C -0.50794 0.86346 -5.66857 0.657 -0.172 -0.336 0.00
C -1.58809 -0.20399 -5.40083 -0.115 -0.506 0.227 -0.03
C -2.11367 -0.70346 -6.73099 1.342 1.551 3.167 0.00
N -2.55606 -1.13526 -7.67501 -0.950 -0.864 -2.193 0.00
C -2.78902 0.26934 -4.52800 -0.883 0.345 -0.538 0.10
C -3.24848 1.74639 -4.77178 -0.679 0.217 1.142 0.06
C -4.76205 1.82769 -4.89174 0.604 -0.160 -0.099 0.79
F -5.42487 2.65506 -4.03331 0.383 0.003 -0.096 0.08
C -5.56345 1.09743 -5.81114 0.564 0.226 0.275 0.81
F -5.83429 1.53226 -7.03003 -0.325 -0.154 -0.200 0.07
F -6.13653 -0.05952 -5.51805 -0.242 -0.128 -0.230 0.06
C -0.99524 -1.48355 -4.69020 0.740 -1.054 -0.601 0.00
O -0.55758 -1.18854 -3.39612 -0.429 -0.430 -0.398 0.00
S -2.27888 -2.81970 -4.46418 -0.334 -0.242 0.042 0.00
C 0.12144 -2.11910 -5.51254 -3.104 2.157 2.165 0.00
N 0.82961 -2.47529 -6.31054 2.234 -1.219 -2.011 0.00
H 2.04366 2.01836 -4.47134 -0.541 0.050 -0.075 0.00
H 0.83166 3.33711 -4.39500 0.002 -0.456 -0.247 0.00
H 1.15232 2.45571 -5.94149 -0.180 0.040 0.474 0.00
H -0.89441 1.68793 -6.30621 -0.086 -0.557 0.249 0.00
H 0.31397 0.38190 -6.24309 -0.463 0.118 0.102 0.00
H -3.64191 -0.38966 -4.77656 0.492 0.248 0.127 -0.01
H -2.63062 0.13998 -3.44648 0.421 -0.031 -0.562 0.01
H -2.75177 2.26099 -5.61006 -0.234 -0.345 0.136 0.04
H -3.00178 2.31494 -3.85423 0.064 -0.057 -0.581 0.00
H -0.49663 -2.05906 -2.95849 0.361 0.429 0.312 0.01
H -2.43933 -3.41050 -5.68384 0.462 0.585 0.306 0.00
C 3.04577 -2.16473 1.62616 0.362 -0.241 0.097 0.02
C 1.66673 -2.42320 0.95600 1.340 1.300 1.241 0.03
C 0.59717 -2.84379 1.98706 -0.424 -0.515 -0.068 0.02
C 0.55383 -4.32513 2.35182 0.107 -0.031 0.032 -0.02
C 0.61995 -5.19860 1.10313 -0.362 0.370 0.214 0.02
C 1.83340 -4.85701 0.23463 1.364 -1.594 0.438 0.04
N 1.85349 -3.41322 -0.14695 -2.962 -0.022 -0.114 0.37
O 0.91801 -3.22013 -1.03449 0.683 0.087 -0.506 0.55
C 3.10791 -5.25654 1.00747 0.163 0.239 0.276 0.01
C 1.85536 -5.76278 -1.00222 -0.361 0.372 -0.481 0.00
C 1.24429 -1.03339 0.45407 -0.330 -0.183 -0.654 -0.02
H 3.79688 -2.91446 1.39165 -0.137 -0.106 0.031 -0.01
H 3.48645 -1.22846 1.27854 -0.201 0.040 0.011 0.00
H 2.96463 -2.10631 2.71346 -0.037 0.016 -0.042 0.00
H -0.39232 -2.58271 1.59676 0.109 0.037 -0.179 0.00
H 0.71784 -2.25604 2.89964 0.125 0.153 -0.167 0.00
H 1.36349 -4.57343 3.04358 0.029 -0.033 -0.068 0.00
H -0.37337 -4.53672 2.89059 0.040 0.053 0.015 0.00
H 0.65395 -6.25086 1.39723 0.189 0.004 -0.148 0.00
H -0.30508 -5.07647 0.52969 0.116 0.112 -0.127 0.00
H 4.00698 -5.02300 0.43300 -0.058 0.034 -0.011 -0.01
H 3.11113 -6.33144 1.19778 -0.144 0.021 -0.149 0.00
H 3.19525 -4.78306 1.98364 0.006 0.050 -0.064 0.00
H 0.94103 -5.68847 -1.59153 0.052 0.162 0.025 0.00
H 1.95178 -6.80831 -0.70639 0.058 0.108 0.208 0.00
H 2.70000 -5.52142 -1.65121 -0.039 0.049 0.029 0.00
H 1.90240 -0.67852 -0.34200 -0.001 -0.081 0.013 0.00
H 1.29276 -0.31507 1.27544 0.097 -0.198 0.122 -0.01
H 0.22013 -1.01824 0.07913 0.073 -0.091 -0.074 0.01
C 0.13260 3.49438 6.46191 -0.367 0.202 0.067 -0.01
C 0.90145 2.90491 5.24545 -0.031 0.699 2.086 -0.02
C 1.82404 3.95343 4.58623 0.053 0.096 -0.644 -0.02
C 1.17397 4.88033 3.56305 -0.089 0.064 0.051 0.02
C 0.29923 4.09467 2.59189 0.538 0.014 0.108 -0.02
C -0.73327 3.23517 3.32534 -1.797 1.128 -0.219 -0.03
N -0.08924 2.30680 4.30217 2.276 -0.308 -1.846 -0.35
O 0.50608 1.36266 3.62500 -0.669 -0.358 0.412 -0.57
C -1.74076 4.17694 4.01807 0.078 0.163 0.345 -0.01
C -1.58634 2.47062 2.30649 0.355 -0.612 -0.087 0.01
C 1.83517 1.86097 5.87994 -0.048 -0.542 -0.589 0.00
H -0.93188 3.62607 6.28803 0.063 0.066 -0.153 0.01
H 0.18081 2.82599 7.32369 0.175 -0.020 -0.088 0.00
H 0.53905 4.45963 6.77116 0.013 -0.040 -0.025 0.00
H 2.63944 3.43359 4.07192 -0.123 -0.174 0.035 0.00
H 2.30217 4.55833 5.36007 -0.078 -0.183 0.134 0.00
H 0.59480 5.65992 4.06542 -0.060 -0.048 -0.026 0.00
H 1.95378 5.40303 3.00323 0.002 -0.006 0.069 0.00
H -0.20429 4.78861 1.91386 -0.186 -0.121 0.075 0.00
H 0.93727 3.46713 1.96049 -0.070 -0.155 0.115 0.00
H -2.49666 3.61089 4.56679 0.061 -0.027 -0.013 0.01
H -2.26171 4.78339 3.27479 0.081 -0.151 -0.110 0.00
H -1.27940 4.88369 4.70547 0.001 -0.075 0.023 0.00
H -0.98641 1.84851 1.64141 0.054 -0.041 0.160 0.00
H -2.13568 3.16700 1.67138 0.069 0.150 0.176 0.00
H -2.31601 1.83015 2.80684 0.065 0.007 0.024 0.00
H 1.27127 1.03046 6.30919 -0.032 0.052 -0.041 0.00
H 2.41421 2.32338 6.68159 -0.173 0.184 -0.035 0.00
H 2.55036 1.45262 5.16524 -0.137 -0.027 -0.048 0.00
```
Positions in Å, forces in eV/Å.

Output
Highest occupied orbital energy (spin up / spin down) = -0.3033 / -0.3255 Ha
Spin multiplicity = 3
Molecular weight = 592.77 g mol⁻¹
⟨S²⟩ = 3.0128

---

Here is an isolated molecule of CH7N2OP from the OMol25 dataset. Energies are from the ωB97M-V functional and the def2-TZVPD basis.

Geometry as XYZ:
```
12
Properties=species:S:1:pos:R:3:forces:R:3:lowdin_charge:R:1
C -0.22021 -0.30186 1.51444 -0.186 1.302 -2.562 -0.14
N 0.20206 -1.03703 -1.44016 -0.659 0.163 0.996 -0.13
N 0.46947 1.53072 -0.70059 -1.819 -1.161 -0.187 -0.10
O -2.00210 0.46814 -0.89458 1.346 -0.522 0.707 -0.37
P -0.58841 0.21563 -0.50063 0.179 -1.202 1.309 0.51
H -0.95660 0.25605 2.11462 0.223 -0.561 -0.151 0.02
H -0.20181 -1.38574 1.64740 -0.341 0.266 0.031 0.01
H 0.78961 0.11271 1.70186 -0.512 -0.276 -0.075 0.01
H 1.22781 -1.16710 -1.31517 -1.333 -0.042 0.046 0.05
H -0.33980 -1.93884 -1.37132 1.039 1.386 -0.150 0.07
H 1.34005 1.03984 -0.80508 1.032 1.045 0.514 0.02
H 0.27993 2.20749 0.04923 1.031 -0.396 -0.478 0.06
```
Positions in Å, forces in eV/Å.

Output
Highest occupied orbital energy = -0.3603 Ha
Spin multiplicity = 1
Molecular weight = 94.05 g mol⁻¹
Relative energy (zero: lowest compared OMol25 entry of this formula, charge and spin) = 0.0 kJ/mol
Structure (SMILES) = CP(N)(N)=O

---

Here is a structure of composition C34H31IrN5O3 from the OMol25 dataset. Energies are from the ωB97M-V functional and the def2-TZVPD basis.

Geometry as XYZ:
```
74
Properties=species:S:1:pos:R:3:forces:R:3:mulliken_spin:R:1
Ir 0.29890 0.09795 0.26040 0.352 0.370 0.453 1.65
C 0.22813 7.75216 -2.16439 0.008 -0.001 0.006 0.00
O -0.09955 6.52333 -1.52834 -0.036 -0.028 0.022 0.00
C -0.87265 6.57522 -0.41191 0.006 0.003 -0.009 0.00
C -1.35558 7.73263 0.17207 -0.001 -0.022 -0.002 0.00
C -2.12048 7.65485 1.33192 0.003 -0.003 0.004 0.00
C -2.38489 6.43013 1.91156 -0.003 0.007 -0.002 0.00
C -1.89270 5.26312 1.33482 -0.001 0.007 0.016 0.00
C -1.15095 5.32595 0.16753 -0.061 0.028 -0.139 0.00
N -0.58073 4.21624 -0.50141 0.105 -0.073 0.162 0.01
C -0.75123 2.90018 -0.22198 -0.203 0.037 -0.400 0.01
N -1.97221 2.49972 0.15624 0.040 0.044 0.105 0.02
C -2.41529 1.23396 0.59243 -0.046 -0.054 -0.063 -0.15
C -1.64801 0.07473 0.64054 -0.089 -0.198 -0.197 0.16
C -2.24555 -1.11293 1.08708 -0.120 0.087 0.028 0.03
C -3.56913 -1.12947 1.47636 0.060 -0.038 -0.001 -0.01
C -4.33940 0.02958 1.43489 0.003 0.043 -0.023 0.02
C -3.76509 1.20452 0.99427 -0.019 0.015 0.012 -0.01
O -4.40660 2.40334 0.90243 0.026 -0.016 -0.003 0.00
C -5.79160 2.44240 1.22747 0.007 -0.003 0.000 0.00
N 0.23126 2.03995 -0.38137 0.142 -0.166 0.230 0.10
C 1.54756 2.51440 -0.69406 -0.079 0.123 -0.126 0.05
C 2.38318 2.93371 0.34413 -0.018 -0.091 -0.033 -0.02
C 3.64635 3.42379 0.08799 0.032 -0.004 -0.046 0.00
C 4.08899 3.50510 -1.22889 0.019 0.020 0.043 0.00
C 3.27567 3.09166 -2.26420 -0.058 -0.042 0.007 0.00
C 1.99789 2.58654 -2.01860 0.090 0.014 -0.047 -0.01
O 1.25496 2.30216 -3.12440 -0.099 0.142 0.100 0.00
C 0.53228 1.07741 -3.21785 0.060 -0.041 0.038 0.04
H 0.82081 7.48848 -3.03468 0.002 0.010 0.004 0.00
H 0.81374 8.38973 -1.49936 -0.003 0.006 -0.008 0.00
H -0.67474 8.27640 -2.48204 0.006 0.003 -0.008 0.00
H -1.14316 8.69553 -0.26780 -0.001 0.007 -0.001 0.00
H -2.49944 8.56337 1.77877 -0.007 0.005 0.001 0.00
H -2.97068 6.36848 2.81793 -0.002 -0.001 0.010 0.00
H -2.09147 4.31383 1.81276 0.014 0.016 0.024 0.00
H 0.22233 4.44462 -1.07222 0.024 0.005 0.032 0.00
H -2.70247 3.19859 0.12474 -0.004 -0.022 -0.002 0.00
H -1.66100 -2.02115 1.11775 0.005 -0.012 0.016 0.02
H -4.01732 -2.05244 1.81815 -0.010 -0.008 -0.002 0.00
H -5.37352 0.00365 1.74304 -0.008 -0.004 0.000 0.00
H -6.11059 3.46633 1.05799 0.003 -0.013 0.002 0.00
H -5.95031 2.17702 2.27405 -0.011 -0.002 -0.005 0.00
H -6.35712 1.76863 0.58194 -0.014 0.007 0.009 0.00
H 2.01177 2.87102 1.35873 -0.010 0.018 0.023 0.01
H 4.28006 3.74381 0.90302 0.005 0.006 0.008 0.00
H 5.07510 3.89166 -1.44733 0.013 -0.001 0.000 0.00
H 3.60058 3.15130 -3.29395 0.004 -0.003 -0.008 0.00
H 0.30025 0.95498 -4.27280 0.008 -0.013 0.012 0.00
H -0.39453 1.10097 -2.64462 0.005 -0.007 -0.002 -0.01
H 1.15394 0.24176 -2.88446 -0.032 -0.007 0.021 -0.01
C 1.19614 2.33574 5.48896 -0.007 0.007 0.006 0.23
C 0.40589 2.61302 4.36730 0.005 0.022 0.017 -0.07
C 0.49523 1.82408 3.25217 0.075 -0.121 -0.006 0.12
C 1.40002 0.72065 3.21785 -0.057 0.124 0.025 0.03
C 2.19790 0.45416 4.36878 -0.029 0.000 -0.117 0.19
C 2.08094 1.25791 5.47762 0.004 0.004 0.009 -0.07
N 1.45236 -0.02398 2.10393 0.361 -0.266 0.047 0.52
N 2.29978 -1.14391 2.18225 -0.262 0.255 -0.036 0.42
C 2.04926 -2.00328 1.20760 0.074 -0.179 -0.085 0.07
C 2.84336 -3.19958 1.17424 -0.083 0.159 0.047 0.19
C 2.72781 -4.06724 0.12861 -0.033 -0.032 -0.054 -0.06
C 1.80771 -3.81662 -0.90561 0.026 -0.012 0.068 0.26
C 0.98037 -2.69398 -0.86210 -0.130 -0.068 0.058 -0.13
C 1.06347 -1.77150 0.16399 -0.072 -0.039 -0.197 0.30
H 1.11770 2.95959 6.36856 0.004 0.007 0.007 0.01
H -0.28025 3.44927 4.38637 -0.011 -0.007 -0.006 0.00
H -0.13110 2.00898 2.39025 -0.035 0.000 -0.029 0.06
H 2.89055 -0.37091 4.33705 0.010 -0.016 0.006 0.01
H 2.68852 1.05672 6.34918 0.007 -0.011 0.003 0.00
H 3.52534 -3.37760 1.99379 0.033 0.010 0.002 0.00
H 3.34105 -4.95726 0.09285 0.005 -0.006 0.004 0.00
H 1.73824 -4.50544 -1.73623 -0.015 -0.010 -0.012 0.01
H 0.25270 -2.54906 -1.65163 0.022 0.027 -0.020 0.01
```
Positions in Å, forces in eV/Å.

Output
Highest occupied orbital energy (spin up / spin down) = -0.3594 / -0.3898 Ha
Spin multiplicity = 5
Net charge = +1
Molecular weight = 749.87 g mol⁻¹
⟨S²⟩ = 6.0752
Relative energy (zero: lowest compared OMol25 entry of this formula, charge and spin) = 72.4 kJ/mol

---

DFT total energy, respectively: -2312.51473; -568.44157; -1917.68628 a.u..